1.
Formula: C17H20AlN3SbSe4
Source: OMol25
Level of theory: ωB97M-V/def2-TZVPD

## Properties
**HOMO energy**: -4.3303 eV
**Spin multiplicity**: 1
**Relative energy (zero: lowest compared OMol25 entry of this formula, charge and spin)**: 12.4 kcal per mole
**Total charge**: -1

Last column: Mulliken charge in e.
CARTESIAN COORDINATES (ANGSTROEM)
Al -1.811 -1.842 -0.702  0.73
C 0.069 0.111 -3.897  -1.02
C -0.200 1.441 -3.569  -0.50
C -0.826 1.760 -2.370  -0.63
C -1.163 0.726 -1.493  0.64
N -0.940 -0.554 -1.864  0.28
C -0.360 -0.855 -3.018  -0.29
C -1.885 0.955 -0.212  0.01
C -2.127 2.244 0.309  -0.58
C -2.751 2.367 1.535  -0.65
C -3.195 1.256 2.190  -0.65
C -2.942 -0.022 1.681  -0.25
C -2.262 -0.205 0.482  0.43
H 0.578 -0.097 -4.775  0.52
H 0.094 2.281 -4.226  0.35
H -0.982 2.785 -2.137  0.43
H -0.144 -1.888 -3.184  0.56
H -1.854 3.190 -0.209  0.20
H -2.926 3.386 1.864  0.39
H -3.612 1.404 3.177  0.36
H -3.288 -0.943 2.181  0.39
Se -3.973 -4.588 1.451  -0.62
Sb -2.589 -4.888 -0.489  0.49
Se -0.383 -3.595 0.127  -0.38
Se -3.281 -2.963 -2.131  -0.50
Se -1.921 -6.922 -1.643  -0.63
C 2.235 -1.149 0.308  -0.71
C 3.558 -0.610 0.918  -0.70
N 3.281 0.610 1.674  -0.19
C 2.851 1.674 0.772  -0.96
C 1.717 1.168 -0.129  -0.58
N 1.201 -0.125 0.397  0.44
C 0.878 0.130 1.785  -0.38
C 2.155 0.357 2.590  -0.86
H 1.892 -2.026 0.891  0.32
H 2.406 -1.397 -0.720  0.35
H 4.206 -0.307 0.084  0.29
H 4.114 -1.332 1.546  0.31
H 3.680 1.980 0.157  0.37
H 2.554 2.509 1.395  0.35
H 1.999 1.038 -1.132  0.52
H 0.856 1.820 -0.128  0.16
H 0.299 -0.721 2.240  0.32
H 0.298 1.038 1.828  0.23
H 2.440 -0.446 3.252  0.25
H 2.052 1.248 3.195  0.40

***

2.
Formula: C34H27N3O2OsP
Source: OMol25
Level of theory: ωB97M-V/def2-TZVPD

## Properties
**Expectation value of S²**: 6.026
**HOMO energy (alpha / beta)**: -9.9430 / -11.4033 eV
**Spin multiplicity**: 5
**Relative energy (zero: lowest compared OMol25 entry of this formula, charge and spin)**: 8.5 kcal per mole
**Total charge**: +1

Last column: Mulliken charge in e.
CARTESIAN COORDINATES (ANGSTROEM)
Os 0.918 -0.178 0.671  1.25
C 4.199 -0.722 -2.125  -0.88
C 4.465 0.580 -2.533  -0.46
C 3.696 1.621 -2.049  -1.05
C 2.667 1.360 -1.153  1.20
N 2.432 0.084 -0.758  0.29
C 3.174 -0.930 -1.236  -0.02
C 1.758 2.358 -0.580  0.86
C 1.799 3.711 -0.910  -0.67
C 0.865 4.580 -0.370  -0.92
C -0.114 4.105 0.495  -0.84
C -0.161 2.758 0.823  -0.31
C 0.784 1.875 0.308  -0.25
H 4.777 -1.559 -2.488  0.48
H 5.269 0.781 -3.228  0.46
H 3.891 2.634 -2.364  0.47
H 2.912 -1.918 -0.884  0.35
H 2.547 4.095 -1.591  0.41
H 0.895 5.630 -0.630  0.42
H -0.845 4.788 0.909  0.48
H -0.933 2.394 1.492  0.31
C 0.407 0.371 -4.626  -0.55
C 0.394 -0.934 -4.156  -0.70
C -0.174 -1.226 -2.922  -0.36
C -0.737 -0.208 -2.153  0.34
C -0.721 1.104 -2.632  -0.32
C -0.156 1.389 -3.864  -0.74
P -1.369 -0.489 -0.465  1.11
C -3.124 -0.069 -0.562  0.49
C -3.746 0.735 0.387  -0.18
C -5.089 1.054 0.245  -0.83
C -5.813 0.566 -0.832  -0.50
C -5.197 -0.241 -1.781  -0.75
C -3.853 -0.551 -1.653  -0.41
C -1.013 -2.209 -0.108  0.10
C -1.732 -3.388 -0.178  -0.75
C -1.074 -4.569 0.145  -0.69
C 0.265 -4.556 0.529  -0.79
C 0.971 -3.364 0.625  -0.41
C 0.325 -2.164 0.316  -0.27
H 0.848 0.596 -5.588  0.43
H 0.821 -1.731 -4.752  0.47
H -0.177 -2.246 -2.557  0.39
H -1.150 1.904 -2.037  0.39
H -0.154 2.408 -4.230  0.47
H -3.189 1.086 1.244  0.25
H -5.572 1.681 0.983  0.43
H -6.861 0.816 -0.935  0.40
H -5.761 -0.621 -2.622  0.42
H -3.366 -1.157 -2.409  0.39
H -2.774 -3.393 -0.473  0.57
H -1.604 -5.511 0.096  0.43
H 0.754 -5.491 0.774  0.42
H 1.999 -3.376 0.972  0.57
C 2.692 -0.226 5.522  -1.07
N 1.465 -0.237 4.728  0.12
C 0.236 -0.349 5.341  -0.16
C -0.913 -0.425 4.658  -1.07
C -0.894 -0.382 3.209  0.73
O -1.880 -0.481 2.495  -0.53
N 0.369 -0.218 2.652  -0.38
C 1.540 -0.211 3.362  0.69
O 2.605 -0.183 2.737  -0.71
H 2.591 0.493 6.332  0.38
H 3.514 0.066 4.878  0.33
H 2.891 -1.215 5.932  0.34
H 0.274 -0.376 6.422  0.42
H -1.866 -0.521 5.153  0.53

***

Which of these has the lowest relative energy (zero: lowest compared OMol25 entry of this formula, charge and spin)?
C34H27N3O2OsP

***

Which formula does entry 2 have?
C34H27N3O2OsP

***

Number 2 is which compound?
C34H27N3O2OsP